(1)
Entry from OMol25: 10 unconnected molecules or ions with the total composition C20H65N5O10 at a distorted geometry (ωB97M-V/def2-TZVPD).

Values from the calculation:
DFT total energy (eV): -49714.4259
Structure (SMILES): COC[C@H](C)N.COC[C@H](C)N.COC[C@H](C)N.COC[C@H](C)N.COC[C@H](C)N.O.O.O.O.O
Maximum force (hartree/bohr): 0.071
Highest occupied orbital energy (Eh): -0.3292
LUMO level (eV): 0.5
2S+1: 1

Last column: Mulliken charge in e.
Element x y z (Å)
O: -2.832 10.556 -18.347  -0.54
O: -5.237 11.830 -19.607  0.97
O: -5.997 10.046 -21.266  -0.57
O: -2.689 7.714 -17.721  -0.20
O: -5.036 14.954 -19.763  -0.80
O: -3.983 14.054 -17.222  -0.81
O: -10.037 7.744 -20.814  -0.45
O: -5.598 12.575 -16.140  -0.37
O: -3.621 13.308 -24.979  -0.37
O: -9.428 12.206 -22.744  -0.19
N: -5.057 7.886 -19.142  -0.38
N: -7.246 13.287 -21.120  0.50
N: -8.331 10.122 -18.371  -0.23
N: -7.285 13.377 -18.293  0.25
N: -4.545 11.307 -23.263  -0.47
C: -10.250 10.765 -19.844  -1.31
C: -3.352 6.534 -18.054  -1.03
C: -6.894 13.088 -15.902  -0.97
C: -7.501 14.015 -17.056  -0.17
C: -3.148 7.183 -20.419  -1.31
C: -1.828 7.496 -16.604  -1.00
C: -8.960 13.639 -22.864  -0.91
C: -8.201 15.530 -21.373  -1.74
C: -10.878 7.035 -19.843  -0.73
C: -4.040 14.275 -25.928  -0.78
C: -8.970 8.424 -20.150  -0.49
C: -3.830 12.495 -22.736  1.73
C: -9.431 9.576 -19.158  0.27
C: -2.340 12.310 -22.524  -1.78
C: -9.449 11.555 -24.005  -0.91
C: -4.202 6.786 -19.357  0.33
C: -8.958 14.438 -16.928  -1.66
C: -5.366 11.146 -16.182  -0.31
C: -4.018 13.763 -23.668  -0.86
C: -8.490 14.017 -21.476  0.34
H: -5.268 8.239 -20.064  0.24
H: -4.308 13.917 -26.922  0.28
H: -4.431 8.644 -18.912  -0.03
H: -4.690 13.661 -16.710  0.44
H: -9.025 14.954 -15.970  0.51
H: -2.518 7.390 -15.767  0.39
H: -4.678 11.426 -18.943  -0.20
H: -4.128 12.753 -21.719  -0.91
H: -4.652 5.843 -19.669  0.45
H: -7.940 9.276 -17.983  0.30
H: -1.727 12.107 -23.403  0.39
H: -5.091 13.935 -23.583  0.36
H: -1.918 10.649 -18.618  0.26
H: -2.712 8.167 -20.246  0.18
H: -7.609 12.282 -15.737  0.52
H: -8.498 11.356 -24.499  0.27
H: -1.092 6.693 -16.596  0.34
H: -5.902 10.763 -20.639  0.07
H: -11.642 6.452 -20.357  0.28
H: -2.790 5.604 -18.145  0.48
H: -2.472 6.330 -20.478  0.45
H: -3.352 14.581 -23.395  0.48
H: -4.607 14.606 -20.545  0.39
H: -9.812 14.268 -23.121  0.46
H: -5.799 14.390 -19.637  0.21
H: -9.630 13.626 -16.650  0.37
H: -9.090 13.657 -20.640  0.49
H: -5.941 12.244 -19.109  -0.12
H: -1.859 13.220 -22.165  0.41
H: -4.381 14.252 -18.070  0.43
H: -6.836 13.700 -15.002  0.35
H: -1.201 8.359 -16.379  0.28
H: -3.158 14.863 -26.180  0.28
H: -7.593 13.915 -19.091  -0.35
H: -9.947 12.036 -24.847  0.35
H: -8.322 7.716 -19.632  0.46
H: -10.018 9.153 -18.343  0.76
H: -6.788 14.839 -17.078  0.63
H: -7.557 15.838 -20.551  0.31
H: -5.460 10.308 -22.013  0.51
H: -8.085 13.844 -23.481  0.31
H: -10.308 6.302 -19.273  0.30
H: -4.052 10.563 -23.735  0.22
H: -6.132 10.548 -16.676  0.03
H: -4.907 11.625 -24.151  0.21
H: -7.499 12.357 -21.420  0.02
H: -11.299 7.772 -19.159  0.30
H: -10.971 10.336 -20.539  0.51
H: -10.815 11.422 -19.184  0.32
H: -2.850 9.744 -17.841  0.16
H: -9.683 11.397 -20.528  0.06
H: -7.782 10.235 -19.211  -0.50
H: -9.117 16.117 -21.305  0.44
H: -7.827 15.891 -22.331  0.42
H: -6.530 13.688 -21.709  -0.44
H: -3.674 7.275 -21.370  0.42
H: -4.465 10.977 -16.772  0.11
H: -4.865 14.928 -25.645  0.30
H: -7.951 12.624 -18.388  -0.02
H: -4.006 6.286 -17.218  0.46
H: -5.324 10.587 -15.247  0.38
H: -9.371 15.213 -17.574  0.32
H: -8.411 8.911 -20.949  0.16
H: -2.155 11.579 -21.738  0.31
H: -9.775 10.537 -23.790  0.30

(2)
Entry from OMol25: 13 unconnected molecules or ions with the total composition C20H66O13 at a distorted geometry (ωB97M-V/def2-TZVPD).

Values from the calculation:
DFT total energy (eV): -48421.0556
Maximum force (hartree/bohr): 0.077
Highest occupied orbital energy (Eh): -0.3447
LUMO level (eV): 0.2
2S+1: 1

Last column: Mulliken charge in e.
Element x y z (Å)
O: 1.135 0.829 -3.169  -0.56
O: -0.726 3.672 0.895  -0.52
O: -1.973 3.763 -1.463  -0.50
O: 1.088 -1.097 3.442  -0.46
O: -0.987 -2.752 -4.529  -0.63
O: -3.509 0.926 -4.304  -0.57
O: 1.609 -2.382 -1.850  -0.40
O: 3.355 -4.782 2.467  -0.56
O: -2.406 1.692 5.296  -0.56
O: -3.555 -0.344 -1.177  -0.40
O: 2.840 0.684 1.214  -0.43
O: 1.081 -0.009 -0.629  1.66
O: -0.430 -5.672 0.256  -0.57
C: -1.869 -2.941 -2.278  -0.25
C: -3.890 0.082 0.086  -0.45
C: 0.830 2.186 -3.121  -0.38
C: 1.136 0.266 3.744  -0.70
C: -0.212 0.204 -0.182  1.11
C: 1.175 5.128 0.792  -1.45
C: -2.230 1.272 -3.966  -0.60
C: 3.124 -2.848 1.294  -0.49
C: -3.017 1.651 4.031  -0.85
C: 0.023 -4.783 1.207  -0.72
C: -1.488 -2.005 -3.383  0.46
C: -1.593 4.733 -2.428  -0.52
C: -0.359 -3.314 0.851  0.74
C: 3.991 0.498 0.423  -0.01
C: -1.862 1.555 3.037  0.27
C: 0.621 3.710 0.497  1.00
C: 2.927 -2.491 -2.400  -0.76
C: -3.500 -1.037 1.092  -0.34
C: 4.078 1.886 -0.185  -1.23
C: 2.867 -3.463 2.614  -0.55
H: -2.572 -3.803 -2.496  0.46
H: -3.697 2.428 3.997  0.41
H: -0.488 4.658 -2.417  0.19
H: -1.941 5.755 -2.178  0.25
H: -1.073 2.301 3.285  0.37
H: -3.850 -0.729 2.096  0.23
H: 1.123 0.503 -2.260  0.18
H: 4.146 -2.691 1.043  0.68
H: 0.334 0.423 4.484  0.32
H: 3.387 2.033 -0.972  0.18
H: -0.900 -3.342 -1.918  -0.10
H: 1.129 5.228 1.846  0.48
H: -0.116 -2.570 1.696  -0.50
H: 3.187 -1.682 -3.085  0.29
H: -1.989 4.366 -3.358  0.21
H: -3.393 1.019 0.317  0.10
H: 4.825 0.167 1.033  0.51
H: -2.133 2.290 -4.175  0.39
H: -2.884 1.083 5.876  0.32
H: -0.782 -0.436 -0.844  -0.35
H: -3.598 0.776 3.945  0.32
H: 3.331 -5.267 3.286  0.33
H: 2.765 -0.044 1.819  -0.06
H: 0.670 5.885 0.219  0.28
H: 2.643 -3.482 0.607  0.15
H: -2.289 -1.389 -3.758  0.38
H: 3.897 -0.264 -0.376  0.04
H: 3.878 2.627 0.579  0.30
H: 1.792 0.445 -0.094  -0.45
H: 0.212 -3.005 -0.034  -0.52
H: -1.450 0.576 2.855  -0.27
H: -0.800 4.124 1.741  0.35
H: -0.657 -1.361 -2.909  -0.19
H: -1.987 1.053 -2.910  0.17
H: -0.523 -2.134 -5.109  0.33
H: -0.527 -5.075 2.101  0.39
H: -4.940 0.223 0.177  0.44
H: 5.064 2.059 -0.634  0.47
H: -2.148 1.861 2.017  0.05
H: 0.203 2.332 -2.268  -0.25
H: 1.987 0.465 4.273  0.47
H: -2.411 -1.151 1.168  -0.25
H: 0.700 3.674 -0.563  -0.45
H: -1.392 -3.089 0.619  0.49
H: 2.574 -1.964 1.241  -0.15
H: -1.462 0.679 -4.499  0.26
H: -1.412 3.771 -0.676  0.30
H: -4.128 1.629 -4.070  0.32
H: -0.685 1.208 -0.189  -0.68
H: -2.194 -2.355 -1.390  -0.40
H: -4.069 -1.159 -1.303  0.31
H: 1.035 -5.022 1.505  0.33
H: 3.383 -3.021 3.482  0.48
H: 3.037 -3.474 -2.871  0.27
H: 1.665 2.930 -3.045  0.37
H: 1.207 2.844 0.797  -0.20
H: 1.466 -1.520 -1.514  0.08
H: 0.882 0.902 2.856  -0.01
H: 2.207 5.103 0.457  0.42
H: 3.666 -2.491 -1.567  0.19
H: 0.006 -5.348 -0.558  0.34
H: 0.161 2.526 -3.905  0.50
H: -3.998 -2.011 0.956  0.41
H: 1.812 -3.314 2.850  0.12
H: -0.335 -0.122 0.881  -0.46
H: 0.176 -1.449 3.664  0.28

Computed values of ΔE to the lowest compared entry with this formula, charge and spin (unit: kcal/mol) for the preceding records, in sequence: 90.6; 124.0.
Computed values of orbital gap (unit: Ha) for the preceding records, in sequence: 0.3480; 0.3530.